No. 1
A 6-piece molecular cluster, C13H39N3O6 overall, computed with wB97M-V/def2-TZVPD.

Last column: Mulliken charge in e.
Positions of all 61 atoms, in Å:
C (0.49, 2.42, 3.30)  0.408
H (4.25, -1.42, -1.05)  0.420
N (-0.23, -0.07, -0.64)  0.010
H (4.05, -1.90, -3.53)  0.424
H (0.45, -2.44, -0.52)  -0.147
H (-4.68, 2.11, 0.69)  0.181
H (0.59, 4.26, -0.02)  0.163
H (1.34, 0.01, -4.91)  0.255
C (-1.13, 0.57, 0.08)  0.643
H (-0.40, -5.02, -1.04)  0.336
H (3.00, 0.10, -4.29)  0.373
H (-5.90, 1.23, -0.17)  0.374
H (-1.69, -4.03, -0.56)  0.334
H (-0.55, 2.60, 4.99)  0.314
H (0.05, -0.95, -0.22)  -0.136
H (1.70, 1.75, 1.74)  0.263
H (4.92, -3.84, -1.90)  0.262
H (-0.75, -0.85, 1.42)  0.244
H (1.71, 0.67, 3.07)  0.270
H (-2.16, 4.44, 0.84)  0.122
O (-0.81, 3.85, -1.37)  -0.602
H (3.85, -4.42, -0.90)  0.277
H (0.23, 0.50, -1.34)  0.123
H (-0.77, -5.01, 0.69)  0.322
C (0.20, -3.21, 0.21)  0.371
H (-2.26, 0.14, 1.53)  0.090
H (-3.88, -0.25, 0.63)  0.029
N (3.94, -4.07, -1.84)  -0.804
H (-0.84, 5.44, 1.59)  0.281
H (1.19, -3.67, 0.28)  0.267
H (2.07, -3.40, -1.80)  -0.191
H (-5.37, -0.73, 1.32)  0.344
C (3.31, -1.94, -0.87)  -1.358
O (-4.01, 0.29, 2.57)  -0.598
O (-1.56, 1.66, -0.20)  -0.843
H (2.59, 2.31, 3.18)  0.376
H (0.08, -3.22, 2.09)  0.323
H (3.10, -3.03, -4.23)  0.442
H (-6.06, 1.47, 1.59)  0.368
H (2.24, -1.08, -5.62)  0.311
C (3.03, -2.93, -2.00)  1.212
O (0.26, 2.21, 4.66)  -0.563
C (-0.73, -4.40, -0.21)  -1.288
H (2.52, -1.19, -0.75)  0.169
O (1.93, -1.39, -3.58)  -0.259
C (1.74, 1.73, 2.83)  -1.097
C (-1.35, 5.16, 0.67)  -0.788
H (-4.03, 1.22, 2.78)  0.318
H (0.60, 3.43, 2.92)  0.119
C (-0.31, 4.75, -0.40)  -0.233
H (-0.39, 1.98, 2.85)  -0.077
C (2.22, -0.57, -4.65)  -0.865
H (-1.80, 6.13, 0.44)  0.335
H (0.13, 5.67, -0.79)  0.340
H (-1.09, 3.03, -0.96)  0.528
O (-0.18, -2.59, 1.42)  -0.584
C (3.07, -2.35, -3.38)  -1.057
H (3.46, -2.36, 0.13)  0.396
C (-5.36, 1.27, 0.78)  -1.115
N (-1.40, -0.15, 1.10)  -0.157
C (-4.63, 0.07, 1.35)  0.027

The calculation puts the calculated total energy at -1134.29520 Eh. As for the spin multiplicity: 1. Its charge is 0. Its SMILES is COC[C@H](C)N.NC(N)=O.CCO.CCO.CCO.CCO. The maximum force comes out at 5.4 eV/A. The HOMO energy is -9.022 eV. The calculation puts the relative energy (zero: lowest compared OMol25 entry of this formula, charge and spin) at 0.000 eV.

No. 2
A 6-piece molecular cluster, CH14NO5 overall, computed with wB97M-V/def2-TZVPD.

Last column: Mulliken charge in e.
Positions of all 21 atoms, in Å:
H (-1.69, -0.79, -1.38)  0.273
O (1.47, 1.29, -0.69)  -0.708
O (1.57, -2.18, 1.32)  -0.638
H (-0.85, 2.25, 0.47)  0.408
O (-0.52, 1.54, 1.09)  -0.774
H (0.89, -2.12, -0.65)  0.290
H (-1.26, 0.18, 1.09)  0.412
O (-1.36, -0.83, 1.16)  -0.598
H (-2.11, -0.94, 1.75)  0.286
H (-0.18, 1.99, 1.87)  0.293
H (0.27, 2.13, -1.25)  0.448
C (-0.97, -1.57, -1.11)  -0.149
H (1.85, -3.00, 1.77)  0.316
H (0.93, -1.75, 1.89)  0.316
H (-1.48, -2.51, -0.95)  0.297
H (1.04, 1.26, 0.20)  0.434
H (0.75, -0.53, -1.29)  0.284
H (2.42, 1.33, -0.57)  0.308
O (-0.68, 2.51, -1.32)  -0.749
H (-0.50, 3.45, -1.44)  0.328
N (0.28, -1.41, -1.04)  -0.078

The calculation puts the calculated total energy at -477.20905 Eh. As for the spin multiplicity: 1. Its charge is +1. The maximum force comes out at 2.1 eV/A. The HOMO energy is -14.862 eV. The calculation puts the relative energy (zero: lowest compared OMol25 entry of this formula, charge and spin) at 0.459 eV.